[1]
# C29H41AsGe2N3S3SeW

A molecular structure, C29H41AsGe2N3S3SeW (ωB97M-V/def2-TZVPD, OMol25).

Structure (ORCA input):
```
! RIJCOSX wB97M-V def2-TZVPD def2/J DEFGRID3
* xyz 4 2
W -0.031 0.310 -0.597
C -1.063 0.166 3.590
Ge -0.988 1.128 1.896
C 0.444 2.456 2.180
C -2.768 1.821 1.493
Ge -0.235 -1.678 1.344
C 1.325 -2.134 2.325
C 1.178 -2.450 3.685
C 2.271 -2.896 4.407
C 3.507 -3.036 3.783
C 3.656 -2.737 2.432
C 2.572 -2.285 1.701
C -1.937 -2.420 1.760
C -3.122 -1.753 1.431
C -4.341 -2.288 1.810
C -4.381 -3.495 2.506
C -3.207 -4.164 2.824
C -1.978 -3.624 2.466
H -1.346 0.975 4.275
H -0.095 -0.210 3.919
H -1.829 -0.604 3.651
H -0.102 3.364 2.454
H 1.092 2.713 1.352
H 1.029 2.134 3.043
H -2.817 2.823 1.923
H -3.499 1.193 2.005
H -3.009 1.872 0.436
H 0.216 -2.366 4.179
H 2.159 -3.149 5.453
H 4.355 -3.396 4.350
H 4.615 -2.874 1.949
H 2.697 -2.086 0.643
H -3.092 -0.808 0.893
H -5.264 -1.768 1.583
H -5.333 -3.908 2.810
H -3.245 -5.101 3.363
H -1.068 -4.147 2.734
S 0.525 2.620 -1.365
C -0.636 3.805 -1.936
N -0.210 4.787 -2.681
C -1.123 5.936 -2.843
C -2.521 5.384 -2.576
S -2.271 3.944 -1.469
H 0.758 4.846 -2.976
H -1.033 6.341 -3.848
H -0.835 6.703 -2.122
H -3.014 5.030 -3.478
H -3.161 6.104 -2.071
C 2.650 0.056 -3.019
N 2.991 0.390 -1.642
C 2.137 0.575 -0.631
Se 0.293 -1.977 -1.050
N 2.863 0.884 0.460
C 4.221 0.862 0.163
C 5.354 1.096 0.939
C 6.562 0.999 0.285
C 6.645 0.681 -1.088
C 5.523 0.452 -1.854
C 4.301 0.550 -1.191
H 1.578 0.179 -3.168
H 2.945 -0.970 -3.238
H 3.173 0.731 -3.694
H 2.488 1.070 1.378
H 5.295 1.346 1.990
H 7.475 1.176 0.836
H 7.620 0.618 -1.551
H 5.601 0.208 -2.905
C -3.363 -2.531 -1.824
As -2.818 -1.136 -3.010
C -4.351 -0.341 -3.827
C -1.621 -1.804 -4.343
S -1.823 0.644 -2.074
H -3.952 -3.216 -2.441
H -3.981 -2.130 -1.025
H -2.502 -3.059 -1.419
H -4.846 -1.115 -4.416
H -4.036 0.471 -4.478
H -5.027 0.024 -3.056
H -2.140 -2.600 -4.881
H -0.726 -2.211 -3.877
H -1.370 -0.999 -5.032
*
```

* <S²>: 0.768
* DFT total energy: -11345.227890 Ha
* frontier orbital gap (spin up / spin down): 5.25 / 5.40 eV
* LUMO energy (spin up / spin down): -13.328 / -13.188 eV
* highest occupied orbital energy (spin up / spin down): -18.58 / -18.59 eV
* relative energy (zero: lowest compared OMol25 entry of this formula, charge and spin): 1.308 eV

[2]
# C29H41AsGe2N3S3SeW

A molecular structure, C29H41AsGe2N3S3SeW (ωB97M-V/def2-TZVPD, OMol25).

Structure (ORCA input):
```
! RIJCOSX wB97M-V def2-TZVPD def2/J DEFGRID3
* xyz 4 2
W -0.069 0.536 -0.374
C 2.630 -2.041 1.965
Ge 2.311 -0.536 0.770
C 2.824 -1.241 -0.997
C 3.225 1.045 1.444
Ge -0.349 -1.421 1.655
C -0.668 -3.200 1.068
C -0.180 -4.258 1.850
C -0.487 -5.563 1.506
C -1.281 -5.821 0.394
C -1.777 -4.777 -0.380
C -1.470 -3.469 -0.049
C -0.103 -0.961 3.484
C 0.577 0.197 3.873
C 0.783 0.459 5.215
C 0.297 -0.426 6.176
C -0.394 -1.568 5.795
C -0.588 -1.848 4.449
H 3.717 -2.156 1.880
H 2.180 -2.969 1.619
H 2.392 -1.851 3.008
H 3.913 -1.113 -0.980
H 2.466 -0.757 -1.898
H 2.616 -2.312 -1.008
H 4.183 1.104 0.924
H 3.414 0.890 2.506
H 2.681 1.974 1.305
H 0.420 -4.071 2.733
H -0.120 -6.381 2.111
H -1.525 -6.844 0.136
H -2.414 -4.988 -1.229
H -1.881 -2.662 -0.645
H 0.958 0.890 3.126
H 1.330 1.340 5.526
H 0.463 -0.224 7.226
H -0.773 -2.249 6.546
H -1.121 -2.748 4.165
S 1.062 1.540 -2.368
C 2.063 2.982 -2.348
N 2.160 3.686 -3.441
C 3.251 4.680 -3.483
C 3.542 5.018 -2.025
S 3.081 3.510 -1.087
H 1.641 3.439 -4.277
H 2.936 5.554 -4.049
H 4.107 4.220 -3.981
H 2.935 5.840 -1.653
H 4.593 5.232 -1.851
C -2.569 0.794 -2.926
N -1.658 -0.342 -2.977
C -0.633 -0.584 -2.152
Se -2.108 -0.058 0.623
N -0.050 -1.727 -2.561
C -0.724 -2.254 -3.656
C -0.518 -3.403 -4.417
C -1.401 -3.600 -5.455
C -2.448 -2.695 -5.729
C -2.649 -1.560 -4.976
C -1.755 -1.360 -3.925
H -2.188 1.536 -2.226
H -3.561 0.463 -2.618
H -2.632 1.249 -3.913
H 0.748 -2.159 -2.122
H 0.286 -4.098 -4.214
H -1.290 -4.473 -6.085
H -3.111 -2.903 -6.558
H -3.457 -0.875 -5.193
C -1.765 2.607 3.348
As -1.687 3.508 1.665
C -1.177 5.329 1.938
C -3.370 3.437 0.757
S -0.100 2.803 0.244
H -2.607 3.053 3.884
H -0.843 2.782 3.897
H -1.936 1.540 3.222
H -1.925 5.783 2.590
H -1.159 5.849 0.982
H -0.200 5.370 2.417
H -4.116 3.878 1.421
H -3.650 2.408 0.539
H -3.301 4.022 -0.158
*
```

* <S²>: 0.770
* DFT total energy: -11345.231363 Ha
* frontier orbital gap (spin up / spin down): 5.25 / 5.48 eV
* LUMO energy (spin up / spin down): -13.284 / -13.080 eV
* highest occupied orbital energy (spin up / spin down): -18.54 / -18.56 eV
* relative energy (zero: lowest compared OMol25 entry of this formula, charge and spin): 1.213 eV

[3]
# C29H41AuN4O4STe

A molecular structure, C29H41AuN4O4STe (ωB97M-V/def2-TZVPD, OMol25).

Structure (ORCA input):
```
! RIJCOSX wB97M-V def2-TZVPD def2/J DEFGRID3
* xyz 1 2
Au -1.316 1.291 -0.344
C 0.496 1.691 -5.328
N -0.096 0.690 -4.456
C 0.582 -0.596 -4.440
C -0.926 0.980 -3.448
O -1.190 0.167 -2.555
C -1.581 2.361 -3.433
O -2.692 2.239 -2.582
C -3.181 3.392 -1.962
C -3.787 2.907 -0.647
O -3.391 1.823 -0.169
N -4.710 3.635 -0.042
C -5.287 3.196 1.228
C -5.220 4.887 -0.592
H 1.543 1.842 -5.054
H -0.009 2.646 -5.246
H 0.444 1.357 -6.365
H 1.466 -0.562 -3.798
H 0.893 -0.839 -5.455
H -0.094 -1.365 -4.076
H -1.895 2.665 -4.434
H -0.848 3.079 -3.044
H -3.924 3.895 -2.586
H -2.380 4.107 -1.727
H -4.820 2.270 1.541
H -6.361 3.050 1.108
H -5.111 3.959 1.986
H -4.436 5.448 -1.094
H -5.581 5.494 0.234
H -6.047 4.711 -1.282
S -0.893 3.058 1.349
C -1.917 2.380 2.496
N -2.608 1.906 3.294
C 2.964 0.540 -1.072
C 1.542 1.049 -1.050
O 1.188 1.853 -1.909
N 0.643 0.607 -0.129
Te 0.798 -0.204 1.676
C 2.792 -0.849 1.975
C 3.656 0.227 2.230
C 3.201 1.665 2.225
C 4.984 -0.044 2.529
C 5.463 -1.345 2.601
C 6.901 -1.632 2.920
C 4.568 -2.387 2.384
C 3.228 -2.179 2.080
C 2.355 -3.396 1.914
C -0.378 -1.880 1.242
C -0.311 -2.554 0.018
C 0.715 -2.281 -1.048
C -1.245 -3.558 -0.212
C -2.210 -3.900 0.724
C -3.224 -4.970 0.439
C -2.225 -3.226 1.941
C -1.326 -2.211 2.226
C -1.370 -1.539 3.574
H 3.186 0.230 -2.092
H 3.164 -0.285 -0.395
H 3.632 1.368 -0.834
H 2.547 1.920 1.385
H 4.061 2.328 2.164
H 2.664 1.908 3.146
H 5.658 0.784 2.715
H 7.463 -0.714 3.082
H 7.373 -2.183 2.107
H 6.981 -2.245 3.819
H 4.923 -3.408 2.464
H 2.915 -4.283 2.203
H 2.034 -3.530 0.882
H 1.458 -3.353 2.530
H 0.348 -1.518 -1.733
H 0.906 -3.194 -1.612
H 1.667 -1.941 -0.636
H -1.207 -4.092 -1.155
H -2.960 -5.544 -0.448
H -4.206 -4.525 0.273
H -3.315 -5.657 1.281
H -2.959 -3.500 2.691
H -2.133 -1.999 4.199
H -1.618 -0.477 3.508
H -0.417 -1.643 4.100
*
```

* <S²>: 0.757
* DFT total energy: -2451.287682 Ha
* frontier orbital gap (spin up / spin down): 7.65 / 7.30 eV
* LUMO energy (spin up / spin down): -2.627 / -3.918 eV
* highest occupied orbital energy (spin up / spin down): -10.28 / -11.22 eV
* relative energy (zero: lowest compared OMol25 entry of this formula, charge and spin): 0.000 eV

[4]
# C29H41ClMoO11P2S2

A molecular structure, C29H41ClMoO11P2S2 (ωB97M-V/def2-TZVPD, OMol25).

Structure (ORCA input):
```
! RIJCOSX wB97M-V def2-TZVPD def2/J DEFGRID3
* xyz 2 3
Mo 0.375 0.364 0.744
C -3.502 -1.037 3.960
C -2.384 -0.049 3.650
O -2.148 0.870 4.728
P -0.765 -0.881 3.620
O -0.892 -2.377 3.160
O -0.321 -1.002 5.121
O 0.292 -0.204 2.782
P -2.716 0.822 2.020
O -2.258 2.317 2.412
O -4.124 0.746 1.626
O -1.674 0.244 1.035
H -3.286 -1.602 4.870
H -3.663 -1.717 3.119
H -4.429 -0.483 4.108
H -2.868 1.510 4.787
H -1.354 -2.967 3.780
H -0.584 -0.243 5.676
H -2.977 2.946 2.224
O 0.029 -1.671 0.208
S -0.644 -3.052 0.286
C -0.628 -3.648 -1.432
C -0.711 -2.519 -2.453
C 0.668 -2.166 -3.001
C 0.637 -0.911 -3.854
S 0.853 0.620 -2.843
O 0.769 0.157 -1.381
C 2.599 0.831 -3.207
C 2.947 1.370 -4.439
C 4.288 1.515 -4.751
C 5.264 1.128 -3.839
C 4.899 0.602 -2.609
C 3.556 0.455 -2.283
C -2.412 -2.927 0.487
C -2.964 -4.009 1.171
C -4.340 -4.088 1.323
C -5.147 -3.078 0.814
C -4.584 -2.000 0.144
C -3.211 -1.921 -0.034
H -1.468 -4.342 -1.479
H 0.294 -4.223 -1.542
H -1.154 -1.635 -1.995
H -1.363 -2.814 -3.276
H 1.047 -2.995 -3.601
H 1.365 -2.017 -2.175
H -0.311 -0.793 -4.384
H 1.446 -0.890 -4.579
H 2.183 1.681 -5.146
H 4.574 1.933 -5.708
H 6.311 1.244 -4.088
H 5.662 0.311 -1.896
H 3.254 0.067 -1.325
H -2.319 -4.794 1.559
H -4.777 -4.933 1.841
H -6.221 -3.128 0.946
H -5.215 -1.204 -0.233
H -2.783 -1.062 -0.526
C 2.913 -1.592 0.781
O 2.592 -0.194 0.962
C 3.230 0.352 2.139
C 2.931 1.818 2.132
O 1.520 2.022 2.260
C 1.101 2.288 3.606
H 3.994 -1.704 0.739
H 2.473 -1.910 -0.157
H 2.508 -2.184 1.602
H 4.304 0.181 2.076
H 2.831 -0.144 3.024
H 3.223 2.240 1.174
H 3.474 2.329 2.927
H 1.584 3.202 3.948
H 1.357 1.464 4.272
H 0.023 2.430 3.589
Cl 2.372 3.807 -0.934
C 0.918 3.569 -1.856
C 0.879 4.083 -3.142
C -0.281 3.965 -3.893
C -1.400 3.352 -3.344
C -1.343 2.842 -2.061
C -0.181 2.922 -1.284
C -0.209 2.403 0.105
H 1.749 4.587 -3.542
H -0.318 4.381 -4.892
H -2.319 3.286 -3.914
H -2.220 2.371 -1.629
H -1.230 2.465 0.443
H 0.408 3.024 0.750
*
```

* <S²>: 2.047
* DFT total energy: -3964.449717 Ha
* frontier orbital gap (spin up / spin down): 7.38 / 7.58 eV
* LUMO energy (spin up / spin down): -6.077 / -5.753 eV
* highest occupied orbital energy (spin up / spin down): -13.46 / -13.34 eV

[5]
# C29H41F24IN4O4P

4 unconnected molecules or ions with the total composition C29H41F24IN4O4P in a non-equilibrium geometry (ωB97M-V/def2-TZVPD, OMol25).

Structure (ORCA input):
```
! RIJCOSX wB97M-V def2-TZVPD def2/J DEFGRID3
* xyz 1 1
C 3.338 -1.098 4.769
C 3.010 -0.646 3.344
C 1.557 -0.818 2.920
I 0.828 -2.767 3.485
N 1.318 -0.528 1.475
C 1.802 -1.444 0.565
N 1.133 -2.554 0.273
N 2.930 -1.076 -0.020
P 3.552 -2.025 -1.393
C 2.518 -1.445 -2.809
C 1.607 -0.233 -2.613
C 5.187 -1.240 -1.581
C 6.021 -1.435 -0.300
C 3.173 0.371 0.263
C 1.836 0.759 0.902
C 1.701 2.017 1.776
C 2.998 2.720 2.183
O 3.340 2.690 3.348
N 3.760 3.409 1.245
C 5.186 3.085 1.243
C 3.234 3.663 -0.090
H 4.180 -0.514 5.142
H 2.494 -0.956 5.445
H 3.640 -2.143 4.795
H 3.654 -1.172 2.632
H 3.239 0.417 3.279
H 0.902 -0.159 3.482
H 1.598 -3.427 0.084
H 0.128 -2.527 0.290
H 1.915 -2.308 -3.098
H 3.200 -1.260 -3.646
H 0.810 -0.443 -1.899
H 2.152 0.667 -2.335
H 1.106 -0.004 -3.555
H 5.652 -1.744 -2.430
H 5.102 -0.174 -1.814
H 5.747 -2.357 0.218
H 5.861 -0.613 0.398
H 7.083 -1.479 -0.531
H 4.018 0.439 0.947
H 3.339 0.881 -0.675
H 1.176 0.923 0.047
H 1.213 1.756 2.712
H 1.040 2.722 1.278
H 5.777 3.982 1.055
H 5.468 2.706 2.222
H 5.421 2.355 0.460
H 3.638 2.971 -0.839
H 2.150 3.652 -0.108
H 3.542 4.662 -0.403
C -4.979 0.274 -2.562
C -3.844 -0.756 -2.592
C -2.531 -0.402 -1.885
F -1.948 0.691 -2.417
F -1.664 -1.440 -2.046
F -3.586 -1.148 -3.851
F -4.308 -1.839 -1.897
O -5.114 1.109 -3.691
C -4.434 2.282 -3.820
C -3.489 2.281 -5.032
F -2.640 1.235 -4.961
F -2.767 3.420 -5.013
F -3.789 2.621 -2.690
F -5.349 3.255 -4.062
H -5.886 -0.328 -2.563
H -4.970 0.841 -1.630
H -2.695 -0.241 -0.817
H -4.067 2.222 -5.955
C -9.451 6.613 -5.145
C -10.811 5.910 -5.062
C -11.707 6.211 -3.854
F -11.098 5.863 -2.702
F -12.840 5.487 -3.971
F -10.659 4.580 -5.206
F -11.521 6.371 -6.137
O -8.321 5.887 -4.705
C -7.902 5.889 -3.411
C -7.965 4.487 -2.785
F -9.207 3.973 -2.877
F -7.640 4.584 -1.473
F -8.546 6.797 -2.662
F -6.586 6.227 -3.411
H -9.283 6.740 -6.214
H -9.496 7.609 -4.705
H -11.964 7.272 -3.826
H -7.261 3.821 -3.279
C 3.761 -6.263 6.108
C 4.957 -5.415 5.661
C 5.236 -5.316 4.157
F 5.474 -6.525 3.618
F 6.331 -4.544 3.963
F 6.070 -5.791 6.310
F 4.663 -4.130 6.037
O 4.014 -7.586 6.521
C 4.053 -8.640 5.657
C 5.439 -9.307 5.611
F 6.392 -8.404 5.312
F 5.423 -10.253 4.649
F 3.623 -8.301 4.428
F 3.206 -9.582 6.132
H 3.397 -5.776 7.012
H 2.953 -6.215 5.376
H 4.396 -4.846 3.638
H 5.658 -9.764 6.577
*
```

* DFT total energy: -4685.240769 Ha
* frontier orbital gap: 9.27 eV
* LUMO energy: -2.938 eV
* highest occupied orbital energy: -12.20 eV

Question: What is the formula in the first record?
Answer: C29H41AsGe2N3S3SeW